1.
Below is C21H18BrN3O2Ru as an isolated structure, with properties calculated with ωB97M-V/def2-TZVPD.

Geometry as XYZ:
```
46
Properties=species:S:1:pos:R:3:forces:R:3
C -1.452888 1.994258 4.981669 -0.02 0.00 -0.08
C -0.190540 -4.506513 -3.231912 -0.01 0.31 0.03
H -0.612687 1.632300 -3.409460 -0.02 -0.02 -0.07
H -0.770033 0.014955 4.537145 0.04 0.05 -0.03
C 2.256018 -1.135047 -0.323097 -0.24 -0.11 -0.02
C -0.409579 1.535432 -2.345013 -0.11 0.01 0.13
C -1.140361 0.956341 4.151102 0.10 -0.31 0.34
H 1.627877 -1.953846 -0.634274 0.08 0.04 -0.05
C -1.419053 2.320473 -1.522335 -0.04 -0.12 -0.09
H 5.467408 -0.158338 -0.088887 -0.04 0.00 0.03
N 1.628129 -0.061576 0.189901 -1.49 0.51 -0.15
C -1.785995 2.317963 2.221536 0.11 -0.30 -0.29
C -1.999615 3.191390 4.463678 0.01 -0.01 0.06
Br 1.513811 2.445585 1.382159 0.16 -0.07 -0.03
C 2.378350 0.956226 0.631086 -0.23 0.18 0.07
O -0.635226 -1.965222 -0.072142 -1.20 1.13 0.75
H -1.040461 -4.478052 0.058243 -0.01 0.05 -0.02
H 0.031881 -5.200322 -4.031564 -0.08 0.02 0.00
H -2.618925 4.242227 2.730017 0.12 -0.04 -0.04
C 4.388200 -0.137825 -0.000493 0.12 0.08 0.02
C -0.594456 -4.989927 -1.971851 0.08 0.03 -0.38
H 4.316756 1.808242 0.929009 -0.03 0.01 0.01
H -1.286920 1.898445 6.047072 -0.07 -0.02 -0.02
H 0.196592 -2.783315 -4.436915 -0.08 -0.01 0.02
C -0.603085 -2.726967 -1.111980 0.41 -0.56 -1.03
C -1.289953 1.078005 2.757035 -0.08 -0.02 -0.56
H 4.087435 -2.087343 -0.864176 -0.07 -0.01 0.02
C -0.785527 -4.125061 -0.933078 -0.03 0.46 0.35
N -1.340548 1.859485 -0.122326 0.38 -0.95 0.23
C 3.624524 -1.207933 -0.438843 0.08 0.02 0.04
H -0.748719 -6.051040 -1.826533 0.09 0.01 0.02
H -2.279810 3.995208 5.130986 0.02 -0.04 0.01
C -0.326097 -2.226726 -2.439658 0.03 0.42 0.89
H -1.225213 3.387995 -1.602171 -0.02 0.09 0.11
H -2.424806 2.122827 -1.893226 -0.08 0.03 0.00
C -0.085160 -3.143200 -3.453313 0.03 -0.78 -0.53
H -0.152132 -0.568746 -3.802534 0.00 0.02 -0.02
C -1.833100 2.597817 0.837461 -0.14 0.19 0.24
C 3.758567 0.961838 0.557795 0.03 -0.18 -0.04
O -0.954963 0.077852 1.998076 0.22 0.13 0.66
C -0.298396 -0.823327 -2.754038 0.17 -0.51 -0.17
N -0.459413 0.134074 -1.908979 -0.11 -0.05 0.30
C -2.174468 3.331778 3.118552 -0.25 0.37 0.06
H 0.595442 1.910713 -2.149678 0.11 -0.02 0.03
H -2.268705 3.558848 0.569040 -0.02 -0.02 -0.13
Ru -0.664138 0.000036 0.076900 2.15 -0.01 -0.68
```
Forces are in eV/Å.

Output
Net charge   +2
Gap between HOMO and LUMO (alpha / beta)   5.028 / 4.705 eV
LUMO energy (alpha / beta)   -9.255 / -9.438 eV


2.
Below is C21H18Cl2IrN5O2S2SbSe4 as an isolated structure, with properties calculated with ωB97M-V/def2-TZVPD.

Geometry as XYZ:
```
56
Properties=species:S:1:pos:R:3:forces:R:3
C -3.519862 0.816391 0.987185 -0.08 0.07 -0.01
C 1.174896 0.373474 4.142727 0.15 0.06 0.15
C -4.833063 0.379706 0.985903 -0.02 0.09 -0.06
H -1.184852 1.833735 -1.084303 -0.09 -0.22 0.06
Cl -2.747684 -0.408466 4.222517 0.02 0.00 0.02
Sb -1.167453 -2.354386 -1.486536 0.08 0.03 0.01
Ir 0.401423 0.355252 0.771666 0.03 0.86 -0.24
H 1.082310 -3.314383 -5.679478 0.06 -0.05 0.00
Se -3.427935 -2.313194 -0.425888 0.04 -0.50 0.02
H 3.478351 -2.643216 -1.010986 -0.02 -0.01 0.11
C -5.503400 0.176628 -0.213037 -0.01 0.13 0.01
H -5.350451 0.240291 -2.351138 -0.03 -0.01 -0.05
H 2.597210 0.537851 -3.724270 -0.01 0.06 0.03
H 0.776318 0.062427 7.475847 0.02 0.00 0.09
C 2.296839 -2.804534 -4.177289 0.06 0.25 0.22
C 1.983604 4.649079 -0.356439 -0.25 0.13 0.12
Se 0.472178 -2.012002 0.410456 0.12 -0.34 0.16
C -0.151476 0.170305 3.679100 -0.11 -0.05 -0.22
C 2.306367 -1.436706 -4.472848 0.04 -0.13 0.00
C 0.520971 0.095708 6.427955 0.08 0.01 0.02
H 1.405706 -4.533154 -4.610945 0.03 0.08 -0.11
H -2.981772 0.936360 1.915819 0.04 0.01 0.00
C 1.506197 0.338617 5.482581 -0.10 -0.02 -0.11
H -3.014964 1.021691 -2.355862 -0.02 -0.01 0.05
N 1.929408 0.894462 -0.603904 0.20 -0.42 -0.21
C 2.790489 -3.239780 -2.948372 -0.04 0.17 0.14
H 0.323653 4.579465 1.037754 -0.04 0.08 0.05
Se -1.096305 -4.717712 -1.915718 0.11 -0.10 -0.10
S 2.938051 3.466122 -1.170600 -0.04 0.06 0.07
C -1.113130 -0.090865 4.689072 -0.08 -0.03 0.14
N 1.789466 -3.719540 -5.080258 -0.28 -0.27 -0.18
C 2.663996 -0.520160 -3.513327 0.03 0.09 0.02
S 3.371000 0.156161 -0.968557 -0.27 0.23 0.25
C -0.789182 -0.121680 6.027889 -0.07 -0.01 -0.09
C 1.950419 2.245790 -0.458291 -0.26 -0.23 0.18
O 3.783014 -0.589961 0.187017 0.22 0.07 -0.07
C 3.156846 -2.318430 -1.986509 -0.15 -0.14 -0.09
C -4.848753 0.420159 -1.411118 -0.06 0.12 0.03
N -0.507294 0.196933 2.390230 0.26 0.07 -0.20
Se -0.890414 -0.666951 -3.172581 0.02 0.10 -0.09
C -3.536433 0.865291 -1.420867 -0.02 0.11 -0.05
C -2.872436 1.055777 -0.216727 -0.02 0.08 0.05
H 1.932399 -1.101354 -5.429114 -0.02 0.04 -0.08
H 2.792175 -4.295260 -2.713617 0.02 -0.05 0.00
H -5.326681 0.178703 1.925598 -0.04 -0.03 0.08
H -1.564929 -0.330024 6.749039 -0.04 -0.01 0.05
H 2.533984 0.494255 5.772611 0.06 0.01 0.03
H -1.424317 2.270367 0.488667 0.02 -0.08 -0.15
C 3.053288 -0.961374 -2.255420 0.01 -0.19 0.02
H -6.520645 -0.186689 -0.214498 -0.07 -0.03 0.00
H 2.200488 5.696095 -0.447524 0.02 0.15 -0.01
Cl 2.435014 0.657579 2.997021 0.08 -0.07 -0.03
N -1.520022 1.510241 -0.178816 0.18 0.18 -0.04
N 1.017756 2.705407 0.349837 -0.16 -0.42 0.21
O 4.200290 1.232327 -1.466368 0.29 -0.29 -0.12
C 1.029348 4.067174 0.404713 0.15 0.41 -0.07
```
Forces are in eV/Å.

Output
Net charge   -1
Gap between HOMO and LUMO (alpha / beta)   6.975 / 5.624 eV
Multiplicity   5
LUMO energy (alpha / beta)   2.107 / 0.847 eV


3.
Below is C21H18ClN5OS2Ti as an isolated structure, with properties calculated with ωB97M-V/def2-TZVPD.

Geometry as XYZ:
```
49
Properties=species:S:1:pos:R:3:forces:R:3
H 2.637191 -1.619721 -5.522493 -0.01 0.00 -0.01
H 3.122132 2.428429 5.281662 -0.02 -0.01 0.00
C 2.175580 -1.486655 -4.552075 -0.01 0.01 0.01
H 2.814784 -0.057464 4.732292 -0.01 0.01 0.02
H -2.761861 0.368916 -4.032271 0.00 0.01 0.00
C 3.132557 2.035194 4.267107 0.02 -0.01 0.01
C 2.547151 3.059258 3.311991 -0.04 0.03 -0.03
N 1.014669 -1.108458 -2.040718 -0.09 0.38 -0.03
C 2.837108 -1.846081 -3.408433 -0.03 0.01 0.06
C -2.664238 -0.531885 -1.262557 0.08 -0.14 -0.19
H 4.170795 1.828184 4.002274 0.00 0.02 0.00
Ti 0.026930 -0.203599 -0.312469 0.36 0.16 0.60
H -3.483220 -0.490564 -1.979323 0.00 -0.01 0.02
C -2.077954 -1.309754 1.053549 0.29 -0.08 -0.12
C 0.315682 -0.818113 -3.185537 -0.19 0.04 -0.15
H -1.752485 0.229449 -6.276634 0.01 0.00 -0.01
N -0.693210 1.424597 0.404372 0.26 -0.52 -0.22
H 0.529003 -0.643021 -6.577104 0.01 -0.01 0.00
H 1.323403 0.887186 4.622635 0.01 0.02 0.02
Cl -6.408618 -0.973853 2.190492 0.02 0.00 -0.01
C -1.169205 -0.079626 -5.421014 -0.02 0.00 0.04
H -5.090309 -0.380062 -0.241880 -0.01 0.00 0.00
H 2.558510 3.041120 1.153391 -0.04 0.02 0.01
C 2.233455 -1.613207 -2.166719 0.04 -0.04 0.02
O -0.747438 -1.427409 0.732160 -0.06 0.41 -0.14
N 2.183965 0.336017 2.793936 0.05 0.00 0.00
H 2.157617 -0.647088 2.575777 -0.01 0.00 -0.01
C -3.828497 -1.605812 2.649668 0.08 -0.03 0.01
C -4.358518 -0.735955 0.471322 0.06 -0.04 0.05
C -1.748162 0.004177 -4.136683 -0.03 -0.09 0.02
S -1.122150 2.057638 3.065523 -0.06 -0.01 -0.04
S 2.313043 0.577419 0.122857 -0.11 -0.52 -0.06
H 2.764518 -1.830697 -1.249208 0.01 0.00 -0.02
H 1.544342 3.358963 3.622245 0.03 0.03 0.01
C -3.004384 -0.816129 0.104579 -0.15 -0.06 0.08
C 0.872608 -0.946813 -4.466336 0.05 -0.07 -0.01
C -1.022871 -0.383930 -3.045332 0.00 0.10 0.03
C -0.875618 1.695209 1.565296 -0.14 0.19 0.11
H -4.167381 -1.916335 3.628767 0.01 0.00 0.00
N -1.448007 -0.408295 -1.690080 -0.02 0.05 0.10
H 3.826418 -2.278123 -3.436637 0.00 0.00 -0.01
C 2.301010 1.168574 1.775312 -0.09 0.17 -0.10
C 2.320332 0.753161 4.201432 -0.01 -0.03 -0.04
C -4.757017 -1.104714 1.737617 -0.08 0.03 -0.04
N 2.459462 2.460972 1.972340 -0.01 -0.07 0.05
C 0.100075 -0.558072 -5.587495 -0.02 0.01 -0.02
H 3.164237 3.951411 3.238396 0.03 -0.02 0.01
C -2.491631 -1.719466 2.307860 -0.22 0.07 -0.01
H -1.773804 -2.124971 3.006145 0.04 0.01 -0.02
```
Forces are in eV/Å.

Output
Net charge   +2
Gap between HOMO and LUMO   7.054 eV
LUMO energy   -7.372 eV


4.
Below is one molecule with the formula C21H18F2N4O2S, with properties calculated with ωB97M-V/def2-TZVPD.

Geometry as XYZ:
```
48
Properties=species:S:1:pos:R:3:forces:R:3
C 0.556548 -1.189411 3.247235 0.03 -0.09 0.10
O -1.578891 -1.097074 1.246569 -0.28 0.14 0.26
C -2.221402 -0.172301 -4.307914 -0.22 -0.03 -0.26
S 0.688777 5.021877 -2.107238 0.08 -1.09 -0.07
C 2.540873 2.296036 2.166937 0.07 0.06 0.04
C -3.845501 -1.954482 -4.429356 -0.01 0.13 -0.14
H -0.519415 -1.185669 3.168638 -0.04 0.04 -0.04
C 1.284565 2.244552 2.563425 -0.23 -0.04 -0.03
N 0.554705 0.909090 0.619390 0.14 -0.13 -0.08
C -0.633118 -1.179500 0.487527 0.54 -0.04 -0.05
C -3.387246 -2.436524 -3.218616 0.14 0.12 0.02
H -0.967456 -0.157221 -2.589869 0.06 0.03 0.06
H 0.545268 -1.726731 5.311804 -0.06 -0.02 0.08
H 1.443256 -0.839873 0.001540 -0.22 0.06 0.26
H 2.859984 1.906145 1.214597 0.01 -0.14 -0.21
H 3.310377 2.729659 2.781112 0.10 0.12 0.17
H -4.646975 -2.440695 -4.962390 -0.08 -0.03 -0.07
C 2.538565 -1.539131 4.560628 -0.03 0.02 -0.05
C 1.319284 -0.900548 2.122446 0.18 -0.11 -0.12
C 0.734136 -0.537488 0.782082 -0.01 -0.23 -0.27
H 3.007249 -1.781005 5.502028 0.05 -0.03 0.08
C 3.322050 -1.268279 3.452796 0.06 0.04 -0.21
O 0.880437 0.608570 -1.583975 0.14 0.18 -0.20
H -1.777894 0.705974 -4.749352 0.03 0.09 -0.08
H -1.780339 -3.458507 -1.318712 -0.09 0.12 0.05
C 2.703222 -0.958060 2.258355 -0.16 -0.12 0.18
C 0.142183 1.676563 1.770770 -0.16 0.35 0.39
C -1.905940 -2.372980 -1.216756 -0.23 -0.19 0.23
C -3.250974 -0.823122 -4.958825 0.10 0.01 0.14
C -2.352052 -1.801018 -2.539348 0.06 0.02 -0.01
H -3.839699 -3.319414 -2.791639 -0.06 -0.12 0.03
C 0.798349 3.332643 -2.175549 -0.07 0.24 0.27
H 0.989513 2.651089 3.520505 0.04 0.09 0.17
C 0.687410 1.370151 -0.637815 -0.02 -0.27 0.08
H -0.495440 2.503774 1.446066 0.02 -0.28 0.18
H 0.979306 2.784386 -3.076113 0.05 -0.23 -0.17
H -2.675026 -2.191591 -0.456993 0.15 -0.11 -0.12
H 4.399146 -1.294259 3.499665 0.11 0.01 -0.02
N 0.425515 4.969355 -0.464733 -0.14 1.69 0.24
C -1.775041 -0.666086 -3.093519 -0.08 -0.14 0.07
C 1.159562 -1.505775 4.452562 -0.03 0.01 0.11
F 3.482225 -0.708124 1.182070 -0.09 0.04 0.04
N 0.420887 3.808971 0.001090 -0.10 -0.51 0.93
H -0.462076 1.023148 2.405714 0.01 0.09 -0.12
F -3.688482 -0.345139 -6.143873 0.02 -0.03 0.06
N -0.685939 -1.798750 -0.703120 -0.05 -0.29 -0.49
C 0.622451 2.826152 -0.899875 0.22 0.43 -1.63
H 0.093063 -1.719376 -1.339969 0.03 0.13 0.20
```
Forces are in eV/Å.

Output
SMILES   C=CCN(C(=O)c1csnn1)[C@H](C(=O)NCc1ccc(F)cc1)c1ccccc1F
Gap between HOMO and LUMO   8.997 eV
LUMO energy   -0.031 eV


5.
Below is C21H18FeN5OS3 as an isolated structure, with properties calculated with ωB97M-V/def2-TZVPD.

Geometry as XYZ:
```
49
Properties=species:S:1:pos:R:3:forces:R:3
H 5.331614 -0.039052 2.219526 0.01 -0.01 0.02
C 3.340541 -0.730087 2.890743 0.13 0.03 0.07
H -1.970323 0.837016 -5.581963 0.00 0.00 0.00
H -0.791378 -5.887106 -0.784337 0.00 0.00 0.00
H -1.255272 3.174298 0.287102 0.01 0.01 0.03
C -1.263675 -3.540107 -3.170305 0.00 0.00 0.00
H -1.407208 -3.432401 -4.234566 0.00 0.01 0.00
N 3.686171 -0.066355 0.827597 0.06 -0.02 0.04
C -0.919662 -4.922650 -1.254173 0.00 0.01 -0.01
C -1.132931 3.326915 1.351132 -0.01 0.00 -0.09
C -1.796765 0.584500 -4.544350 0.00 -0.01 -0.01
Fe -1.308765 -0.730298 0.240742 -0.71 0.05 0.06
C -0.829188 3.709273 4.119661 0.00 -0.01 0.00
O -3.014037 -0.790913 0.279549 0.17 0.04 -0.09
H -1.453164 1.918951 -1.470101 0.01 -0.03 -0.03
N -1.355416 -0.078801 -1.903709 0.14 0.02 -0.10
C 4.319797 0.445087 -0.370419 0.03 0.00 0.02
H 3.823281 1.357814 -0.695331 -0.01 0.00 0.00
C -1.243949 -2.431354 -2.333409 0.01 -0.01 -0.02
C -1.726977 1.573345 -3.578872 0.01 -0.01 0.03
H -0.889929 5.795329 3.664694 0.00 0.00 0.00
H -0.786819 -3.801315 0.585384 0.01 0.00 0.00
C 2.378489 -0.419529 0.899031 0.10 0.34 -0.59
N -1.065689 -2.560140 -1.018221 0.08 0.01 0.14
H -1.110474 -5.674787 -3.257309 0.00 0.00 0.00
H -0.714178 3.855819 5.185658 0.00 0.00 0.00
C -1.504938 1.188513 -2.268231 -0.04 0.05 0.03
H -1.158115 5.457964 1.235368 0.00 0.00 0.00
C -1.097900 -4.799498 -2.621422 0.01 -0.01 0.01
C -0.928286 4.791092 3.263974 0.00 0.01 -0.05
H 1.256346 -1.170639 2.475142 0.10 0.03 0.02
H 3.390477 -1.007238 3.927469 -0.01 0.01 0.00
C 4.292416 -0.258503 2.058175 -0.17 -0.03 0.01
H 4.251322 -0.287761 -1.172337 -0.01 0.00 0.00
S -0.887928 -1.614363 2.678685 0.11 -0.07 -0.03
N -1.066991 0.896187 1.816891 0.20 0.02 -0.07
C -1.032293 2.227977 2.198494 -0.04 -0.10 0.04
C -1.079399 4.598154 1.887787 0.01 0.03 0.06
H -1.842675 2.618351 -3.827637 -0.01 0.00 0.00
C -1.420006 -1.038834 -2.829007 0.00 0.00 0.00
N 2.174693 -0.815099 2.164016 -0.29 -0.18 -0.02
C -0.911606 -3.768427 -0.490099 -0.01 -0.02 0.01
H -1.700201 -1.519259 -4.908854 0.00 -0.01 0.00
S 1.307796 -0.306366 -0.424376 0.11 -0.10 0.40
C -0.881124 2.430764 3.578065 0.01 0.10 -0.01
C -0.945832 0.094058 2.837348 0.07 -0.17 0.10
C -1.643297 -0.737955 -4.166484 -0.01 0.02 -0.03
S -0.780338 0.895423 4.381100 -0.03 0.02 0.01
H 5.363783 0.652003 -0.147821 0.00 -0.01 0.01
```
Forces are in eV/Å.

Output
Gap between HOMO and LUMO (alpha / beta)   6.726 / 7.071 eV
Multiplicity   6
LUMO energy (alpha / beta)   -0.196 / -0.208 eV


The records above yield electronic energy values of -103242.83461 -351093.67643 -88865.70020 -48394.18426 -98461.29340 eV, respectively.